Entry from the OMol25 dataset: 8 unconnected molecules or ions with the total composition C30H38BCl2F8NO25P at a distorted geometry (wB97M-V/def2-TZVPD).

Cartesian coordinates (Å):
1 C 0.96 0.27 0.36
2 O -0.45 0.19 0.69
3 C -0.90 1.30 1.51
4 B -0.26 1.29 3.05
5 P 0.09 -0.52 3.72
6 N -1.16 -1.51 3.38
7 O -1.15 1.81 4.13
8 C -0.15 2.49 4.97
9 C -0.67 3.28 6.27
10 C 0.16 2.70 7.54
11 O 0.30 1.47 7.77
12 F 0.75 3.58 8.54
13 C 0.53 3.36 3.75
14 C 1.63 4.46 4.11
15 Cl 3.20 3.62 4.66
16 C 1.87 5.59 3.00
17 C 2.73 5.04 1.74
18 Cl 0.34 6.47 2.47
19 O 0.93 2.21 2.93
20 H 1.37 1.36 0.35
21 H 1.15 -0.26 -0.64
22 H 1.57 -0.32 1.14
23 H -2.04 1.16 1.67
24 H -0.77 2.33 1.02
25 H 0.16 -0.43 5.16
26 H 1.33 -1.06 3.20
27 H -1.87 -1.00 2.84
28 H 0.75 1.84 5.27
29 H -1.77 3.03 6.46
30 H -0.52 4.41 6.15
31 H -0.37 3.88 3.21
32 H 1.25 5.01 5.06
33 H 2.53 6.40 3.51
34 H 1.99 4.96 0.85
35 H 3.12 3.97 1.90
36 H 3.56 5.79 1.48
37 C -3.93 -1.17 -2.43
38 C -2.46 -1.23 -2.66
39 O -2.04 0.11 -2.48
40 C -2.93 0.65 -1.60
41 O -2.75 1.67 -1.01
42 O -4.05 -0.13 -1.47
43 F -2.17 -1.61 -3.93
44 H -4.49 -0.90 -3.33
45 H -4.33 -2.11 -2.04
46 H -1.92 -1.88 -1.95
47 C -1.64 4.56 -1.76
48 C -2.31 5.32 -2.86
49 O -2.65 6.54 -2.24
50 C -1.71 6.74 -1.27
51 O -1.51 7.78 -0.72
52 O -1.02 5.59 -1.01
53 F -3.45 4.70 -3.25
54 H -2.35 4.02 -1.12
55 H -0.90 3.85 -2.13
56 H -1.67 5.51 -3.73
57 C 1.03 -2.93 -4.29
58 C 2.50 -2.98 -4.53
59 O 2.91 -1.65 -4.36
60 C 2.03 -1.11 -3.47
61 O 2.21 -0.08 -2.88
62 O 0.92 -1.89 -3.33
63 F 2.77 -3.36 -5.81
64 H 0.46 -2.65 -5.19
65 H 0.63 -3.86 -3.90
66 H 3.05 -3.63 -3.83
67 C 1.26 -6.45 -7.65
68 C 0.11 -7.39 -7.47
69 O -0.75 -6.68 -6.59
70 C -0.52 -5.36 -6.85
71 O -1.25 -4.47 -6.51
72 O 0.63 -5.18 -7.56
73 F 0.50 -8.53 -6.85
74 H 2.01 -6.54 -6.86
75 H 1.75 -6.58 -8.62
76 H -0.43 -7.63 -8.39
77 C -4.16 -7.08 -7.98
78 C -3.65 -8.05 -9.00
79 O -4.01 -9.30 -8.46
80 C -5.14 -9.07 -7.73
81 O -5.88 -9.92 -7.35
82 O -5.32 -7.74 -7.49
83 F -2.29 -7.99 -9.08
84 H -3.45 -6.91 -7.16
85 H -4.42 -6.11 -8.42
86 H -4.09 -7.93 -9.99
87 C 6.77 2.17 0.01
88 C 5.50 2.54 0.72
89 O 4.58 1.59 0.24
90 C 5.31 0.48 -0.06
91 O 4.85 -0.61 -0.23
92 O 6.65 0.76 -0.12
93 F 5.08 3.77 0.35
94 H 6.84 2.62 -0.98
95 H 7.66 2.44 0.58
96 H 5.56 2.48 1.81
97 C -0.33 1.65 10.67
98 C -1.58 2.00 11.41
99 O -1.67 0.98 12.39
100 C -0.39 0.61 12.65
101 O -0.05 -0.02 13.60
102 O 0.47 1.07 11.69
103 F -2.66 1.91 10.60
104 H -0.50 0.92 9.87
105 H 0.16 2.53 10.25
106 H -1.56 2.98 11.90

## Properties
* HOMO-LUMO gap: 5.254 eV
* energy relative to the best compared isomer or geometry (same formula, charge and spin): 98.5 kcal per mole
* highest occupied orbital energy: -4.01 eV
* charge: -1

***

Entry from the OMol25 dataset: a molecular structure, C30H38BiN4O9S at a distorted geometry (wB97M-V/def2-TZVPD).

Cartesian coordinates (Å):
1 Bi -0.42 0.34 -0.38
2 O 0.66 2.58 3.31
3 C 0.15 2.30 2.24
4 O -0.33 1.18 1.82
5 C 0.20 3.52 1.24
6 N -0.63 3.37 0.01
7 C -0.15 4.11 -1.16
8 C -0.48 3.44 -2.50
9 N -0.04 2.04 -2.72
10 C -0.71 1.51 -3.98
11 C -0.87 0.01 -4.04
12 N -1.52 -0.58 -2.87
13 C -2.98 -0.42 -2.78
14 C -3.41 0.93 -2.12
15 N -2.88 1.21 -0.75
16 C -3.11 2.68 -0.55
17 C -2.05 3.27 0.36
18 C -3.65 0.43 0.30
19 C -3.19 -1.00 0.58
20 O -4.03 -1.83 0.91
21 O -1.96 -1.30 0.36
22 C -1.20 -2.04 -2.78
23 C 0.11 -2.49 -2.05
24 O 0.38 -3.70 -1.97
25 O 0.75 -1.52 -1.54
26 C 1.51 2.01 -2.91
27 C 2.19 2.01 -1.55
28 O 2.91 2.96 -1.26
29 O 1.78 1.05 -0.71
30 H 1.25 3.75 0.92
31 H -0.19 4.36 1.82
32 H 0.95 4.14 -1.09
33 H -0.65 5.15 -1.20
34 H 0.00 4.04 -3.26
35 H -1.57 3.44 -2.69
36 H -0.01 1.71 -4.83
37 H -1.65 2.04 -4.26
38 H 0.11 -0.52 -4.05
39 H -1.48 -0.20 -4.98
40 H -3.39 -1.29 -2.17
41 H -3.48 -0.53 -3.78
42 H -4.50 1.02 -2.05
43 H -3.11 1.71 -2.81
44 H -4.05 2.87 -0.02
45 H -3.18 3.16 -1.49
46 H -2.05 2.71 1.27
47 H -2.38 4.33 0.63
48 H -4.68 0.54 0.08
49 H -3.44 0.94 1.26
50 H -1.20 -2.55 -3.75
51 H -2.00 -2.44 -2.12
52 H 1.70 2.90 -3.56
53 H 1.84 1.05 -3.39
54 O 1.28 -1.15 1.20
55 S 2.30 -2.13 0.60
56 C 1.44 -3.76 0.65
57 C 0.46 -4.14 1.74
58 C -0.91 -3.76 1.74
59 C -1.81 -4.39 2.69
60 C -1.30 -5.27 3.62
61 C 0.06 -5.63 3.63
62 C 0.95 -4.99 2.75
63 C 3.66 -2.20 1.81
64 C 3.97 -0.81 2.40
65 C 4.13 -0.65 3.79
66 C 4.38 0.63 4.27
67 C 4.47 1.73 3.47
68 C 4.24 1.59 2.11
69 C 4.07 0.30 1.56
70 H 2.28 -4.49 0.79
71 H 0.99 -3.85 -0.42
72 H -1.27 -3.01 1.04
73 H -2.82 -4.07 2.71
74 H -2.06 -5.75 4.26
75 H 0.38 -6.48 4.27
76 H 1.97 -5.29 2.87
77 H 4.54 -2.63 1.28
78 H 3.28 -2.85 2.56
79 H 4.20 -1.54 4.43
80 H 4.44 0.79 5.35
81 H 4.70 2.76 3.86
82 H 4.28 2.49 1.50
83 H 3.80 0.20 0.48

## Properties
* HOMO-LUMO gap: 7.728 eV
* highest occupied orbital energy: -5.57 eV
* charge: -1

***

| no. | energy (Ha) |
| --- | --- |
| 1 | -5187.303394 |
| 2 | -2675.027755 |